Version A
C5H10NOS | ωB97M-V with the def2-TZVPD basis set

Bonds (Å) are listed after each position.
CARTESIAN COORDINATES (ANGSTROEM)
1 C -0.14 1.00 1.32  N2 1.423, H9 1.113, H10 1.092, H11 1.092
2 N 0.78 0.25 0.54  C1 1.423, C3 1.533, C4 1.443
3 C 2.27 0.60 0.68  N2 1.533, H12 1.078, H13 1.099, H14 1.126
4 C 0.54 -0.62 -0.58  N2 1.443, O5 1.212, C6 1.513
5 O 1.31 -1.55 -0.75  C4 1.212
6 C -0.69 -0.35 -1.41  C4 1.513, C7 1.600, H15 1.165, H16 1.057
7 C -1.85 -1.24 -0.76  C6 1.600, S8 1.924, H17 1.085, H18 1.102
8 S -3.62 -0.50 -0.81  C7 1.924
9 H 0.11 2.08 1.20  C1 1.113
10 H -1.14 0.83 0.91  C1 1.092
11 H -0.09 0.89 2.41  C1 1.092
12 H 2.70 -0.13 0.01  C3 1.078
13 H 2.41 0.52 1.77  C3 1.099
14 H 2.45 1.63 0.28  C3 1.126
15 H -0.80 0.81 -1.49  C6 1.165
16 H -0.68 -0.64 -2.42  C6 1.057
17 H -1.95 -2.22 -1.21  C7 1.085
18 H -1.60 -1.37 0.31  C7 1.102

## Properties
**SMILES**: CN(C)C(=O)CC[S-]
**Highest occupied orbital energy**: -2.587 eV
**Net charge**: -1
**E_LUMO**: 3.41 eV

=====

Version B
C5H10NOS | ωB97M-V with the def2-TZVPD basis set

Bonds (Å) are listed after each position.
CARTESIAN COORDINATES (ANGSTROEM)
1 C 0.10 3.33 0.47  C2 1.512, H9 1.092, H10 1.095, H11 1.092
2 C -0.37 1.91 0.24  C1 1.512, C3 1.513, H12 1.101, H13 1.091
3 C -0.11 1.02 1.43  C2 1.513, O4 1.228, N5 1.342
4 O 0.15 1.48 2.54  C3 1.228
5 N -0.22 -0.30 1.21  C3 1.342, C6 1.478, H14 1.006
6 C -0.59 -0.96 -0.06  N5 1.478, C7 1.522, H15 1.075, H16 1.091
7 C 0.57 -1.26 -0.99  C6 1.522, S8 1.832, H17 1.091, H18 1.083
8 S 0.14 -2.55 -2.22  C7 1.832
9 H -0.19 3.69 1.46  C1 1.092
10 H -0.28 4.08 -0.22  C1 1.095
11 H 1.19 3.36 0.46  C1 1.092
12 H -1.45 1.85 0.04  C2 1.101
13 H 0.04 1.53 -0.70  C2 1.091
14 H -0.25 -0.86 2.04  N5 1.006
15 H -1.31 -0.34 -0.58  C6 1.075
16 H -1.14 -1.87 0.20  C6 1.091
17 H 1.44 -1.52 -0.40  C7 1.091
18 H 0.81 -0.39 -1.59  C7 1.083

## Properties
**SMILES**: CCC(=O)NCC[S-]
**Highest occupied orbital energy**: -2.601 eV
**Net charge**: -1
**E_LUMO**: 3.43 eV

=====

Relative energy of each structure, in kcal/mol: version A 38.6; version B 0.0.